(1)
{"formula": "C31H47ClMoO2P2", "method": "wB97M-V/def2-TZVPD", "symbols": ["Mo", "C", "C", "C", "C", "C", "C", "H", "H", "H", "C", "H", "H", "H", "C", "H", "H", "H", "C", "H", "H", "H", "C", "H", "H", "H", "C", "C", "C", "C", "C", "C", "C", "C", "H", "H", "H", "H", "H", "H", "H", "H", "H", "H", "H", "H", "P", "P", "C", "C", "H", "H", "H", "H", "C", "H", "H", "H", "C", "H", "H", "H", "C", "H", "H", "H", "C", "H", "H", "H", "Cl", "C", "C", "C", "C", "C", "C", "C", "O", "O", "H", "H", "H", "H"], "positions_angstrom": [[0.24517, -0.91830, 1.47344], [-0.53668, -2.77963, 2.37183], [0.84584, -2.94841, 1.98533], [0.74565, -1.27365, 3.61640], [-0.60007, -1.73547, 3.36856], [1.64024, -2.02818, 2.76550], [-1.72253, -3.51883, 1.85181], [-1.51144, -3.97459, 0.88163], [-2.58432, -2.84717, 1.75298], [-2.02013, -4.32202, 2.53838], [-1.82161, -1.26493, 4.07837], [-2.71889, -1.46881, 3.48881], [-1.79081, -0.18198, 4.24179], [-1.92549, -1.75774, 5.05363], [1.14644, -0.26279, 4.63609], [1.22224, -0.71455, 5.63491], [0.41134, 0.54726, 4.69209], [2.11140, 0.19219, 4.39017], [3.12268, -1.87450, 2.74430], [3.59988, -2.46431, 3.53719], [3.41560, -0.83097, 2.90638], [3.54375, -2.20882, 1.79395], [1.37836, -3.88203, 0.94951], [1.78785, -4.79630, 1.40095], [2.19354, -3.40877, 0.38407], [0.58704, -4.18420, 0.25399], [-1.94728, 0.27907, -5.59951], [-1.85358, -1.05950, -5.65350], [-0.87629, -1.86530, -6.45573], [0.42514, -1.14962, -6.87852], [1.23618, -0.60484, -5.73916], [1.12603, 0.58260, -5.13069], [0.17917, 1.69354, -5.47440], [-1.08074, 1.29871, -6.27513], [-1.36679, -2.24280, -7.36928], [0.20183, -0.40259, -7.64709], [-0.60594, -2.76270, -5.87838], [-0.79768, 1.02301, -7.29602], [-2.78017, 0.71735, -5.03724], [-2.61767, -1.65833, -5.14573], [-1.68859, 2.21365, -6.36872], [-0.14018, 2.18616, -4.54209], [1.85182, 0.83833, -4.34753], [0.71422, 2.46984, -6.04805], [1.05093, -1.91140, -7.37150], [2.03879, -1.28108, -5.41716], [-0.99054, -0.63928, -0.71022], [1.87137, 0.69473, 0.34821], [-0.07806, 0.59204, -1.75931], [0.81619, 1.54139, -0.93930], [-0.83675, 1.16871, -2.31852], [0.51962, 0.03273, -2.50153], [1.50881, 2.10351, -1.59063], [0.19956, 2.26310, -0.37391], [2.66473, 2.00167, 1.31017], [3.29950, 1.54485, 2.07538], [1.87439, 2.57127, 1.81001], [3.26289, 2.66697, 0.67949], [3.19309, -0.14596, -0.56290], [3.62870, 0.53811, -1.30161], [2.80256, -1.04058, -1.06124], [3.95932, -0.45053, 0.16001], [-2.68281, -0.03472, -0.52065], [-3.20535, -0.71527, 0.16182], [-3.21351, -0.00080, -1.48148], [-2.66855, 0.94923, -0.03592], [-1.03108, -2.18208, -1.66639], [-0.03601, -2.64355, -1.66221], [-1.34547, -2.00586, -2.70365], [-1.73351, -2.87189, -1.18432], [-0.91289, 6.02958, 7.14486], [-1.01147, 4.86173, 5.89066], [-2.26463, 4.50116, 5.36378], [-2.34044, 3.55409, 4.34194], [-1.17846, 2.98829, 3.80768], [0.07097, 3.33139, 4.35487], [0.16080, 4.27800, 5.37732], [-1.27115, 2.03564, 2.62289], [-2.36146, 1.51287, 2.32324], [-0.14289, 1.84558, 2.03133], [-3.16552, 4.95624, 5.75829], [-3.30327, 3.25403, 3.93357], [0.98643, 2.87939, 3.97271], [1.12067, 4.57765, 5.78895]], "forces_ev_per_a": [[-1.8799, 4.9980, -1.4859], [0.5963, -0.6020, 0.3102], [-0.2804, -0.5018, 0.9505], [0.2930, -1.4393, 0.4806], [0.9330, -0.4183, 0.6743], [-0.3507, 0.1366, 0.9233], [-0.2423, -0.0725, -0.1714], [-0.0841, 0.0106, 0.1422], [0.1300, -0.2015, -0.0307], [0.1329, 0.1532, -0.0638], [-0.2780, 0.3988, -0.2389], [0.0666, 0.0083, 0.1650], [-0.0119, -0.2209, 0.0601], [0.1388, -0.0013, -0.2022], [-0.0434, 0.4779, -0.1023], [-0.0202, -0.0178, -0.2727], [0.0809, -0.1221, 0.0714], [-0.1270, -0.1290, 0.1035], [0.4065, 0.0178, -0.0180], [-0.1887, 0.0362, -0.1192], [-0.0366, -0.2115, -0.0331], [0.0027, 0.0117, 0.0960], [-0.0034, -0.0304, -0.3184], [-0.1069, 0.2348, 0.0272], [-0.1819, -0.1765, 0.0752], [0.2386, 0.0241, 0.1023], [-0.3001, -0.6813, 0.2407], [-0.2791, 0.5994, -0.1113], [0.3454, -0.1542, -0.0405], [0.0048, -0.5098, -0.5147], [0.3200, 0.2129, 0.4304], [0.2558, -0.3003, -0.2615], [-0.2738, 0.1591, -0.0897], [0.0158, 0.7426, -0.1628], [0.0506, 0.0933, 0.2967], [0.2480, -0.2795, 0.2762], [-0.0681, 0.1266, -0.0991], [-0.2527, 0.1150, 0.3714], [0.2220, -0.2847, -0.0175], [0.1416, 0.2617, -0.0602], [0.2444, -0.2508, -0.0855], [0.0538, -0.0405, -0.1306], [-0.1195, -0.1925, -0.2238], [-0.0744, -0.2000, 0.2182], [-0.2339, 0.2725, 0.0419], [-0.2645, 0.3045, 0.0988], [0.3328, 0.1531, -1.0683], [-0.2805, 0.3913, -0.6848], [0.1073, -0.1249, 0.0019], [0.0497, 0.1271, 0.3953], [0.3631, -0.2378, 0.1285], [-0.3037, 0.1454, 0.2193], [-0.3040, -0.1650, 0.1614], [0.3266, -0.2642, -0.2204], [-0.1800, 0.0112, 0.3226], [0.0469, 0.0882, -0.1384], [0.2235, -0.0752, -0.1517], [-0.0590, -0.2035, -0.0187], [0.0184, -0.1587, 0.1079], [-0.0365, -0.1856, 0.1365], [0.1399, 0.1774, -0.0342], [-0.0554, 0.0415, -0.2489], [-0.2436, -0.0383, 0.2874], [-0.0524, 0.1481, -0.1532], [0.2544, -0.0318, 0.1539], [0.0097, -0.2048, -0.1082], [-0.1334, -0.1164, -0.1309], [-0.1781, 0.1205, -0.0903], [0.0520, 0.0054, 0.2029], [0.0832, 0.0973, -0.1540], [0.0042, -0.0802, -0.0848], [-0.0190, -0.5071, -0.7469], [0.3283, -0.3201, -0.0658], [0.0528, 0.3211, 0.0649], [0.2846, -0.1770, -0.2532], [-0.0803, 0.4866, 0.1855], [-0.3985, -0.1320, 0.0455], [-1.8663, 0.1444, 1.2807], [1.5972, -0.0255, -0.0665], [0.8498, -1.9001, -0.6035], [0.0948, -0.0522, -0.0017], [0.1810, 0.1476, 0.0657], [-0.2777, 0.1577, 0.0360], [-0.1515, -0.1207, -0.0738]], "charge": 2, "e_tot_ha": -2570.4147, "spin_multiplicity": 3, "s_squared": 2.40}


(2)
{"formula": "CH3ClIOP", "method": "wB97M-V/def2-TZVPD", "symbols": ["C", "O", "P", "Cl", "I", "H", "H", "H"], "positions_angstrom": [[0.03416, 0.89159, -0.07773], [0.85181, -0.22033, 0.27546], [1.15461, -1.54859, -0.57676], [2.37873, -2.43892, 0.68254], [-3.92724, 0.09236, 0.24764], [-0.80599, 0.56772, -0.73648], [0.74513, 1.37217, -0.60527], [-0.43120, 1.28399, 0.79059]], "forces_ev_per_a": [[-1.9504, -3.3230, -0.5909], [0.0087, -0.7800, 1.6371], [-1.1140, 0.4808, -1.3402], [0.9089, -0.6475, 0.9450], [-0.0051, -0.0175, 0.0041], [0.5542, 0.2231, 0.1913], [1.3940, 3.3008, -1.6524], [0.2036, 0.7632, 0.8060]], "charge": 0, "spin_multiplicity": 1, "de_lowest_kcal_mol": 43.8}